# 1
ORCA calculation (wB97M-V/def2-TZVPD) on a cluster of 13 separate species, C24H72N2O13 in total.

Calculated values
E_HOMO (alpha / beta) = -0.02 / -6.08 eV
LUMO energy (alpha / beta) = 2.01 / 1.98 eV
multiplicity = 2
total charge = -1

Cartesian coordinates (Å):
C: 0.4084 -0.6189 0.7969
C: -1.0379 -0.2020 0.6948
O: -1.6210 -0.9526 -0.3647
H: 0.9655 -0.0899 1.5702
H: 1.0822 -0.4160 -0.0355
H: 0.3679 -1.7019 0.9131
H: -1.0957 0.8698 0.5054
H: -1.6042 -0.3283 1.6175
H: -2.3965 -0.4794 -0.6752
C: 3.9109 3.0552 -1.0241
C: 2.4011 3.0678 -1.0865
O: 1.6680 3.8983 -0.2687
H: 4.2664 2.3499 -1.7752
H: 4.3238 2.7259 -0.0706
H: 4.4037 4.0094 -1.2104
H: 2.0342 2.0572 -0.9070
H: 2.0690 3.1905 -2.1174
H: 1.7869 3.6971 0.6624
C: 4.2478 -3.5770 3.8683
C: 3.9840 -2.3069 2.8880
O: 2.6685 -1.7710 2.9208
H: 4.0699 -4.4557 3.2484
H: 3.5479 -3.4640 4.6962
H: 5.2530 -3.6368 4.2854
H: 4.2828 -2.6090 1.8842
H: 4.5559 -1.4223 3.1682
H: 2.6952 -0.9266 2.4649
C: 6.1538 -0.2489 -2.0839
C: 5.0200 -0.7280 -3.0430
C: 3.6945 -1.0472 -2.1851
C: 2.5180 -1.0781 -3.1028
C: 2.4100 0.3053 -3.7924
C: 3.5641 0.7139 -4.6903
N: 4.7876 0.5168 -3.9273
O: 5.8612 1.0422 -4.5573
C: 3.3506 0.0625 -6.0062
C: 3.3751 2.2765 -4.8456
C: 5.4115 -2.0223 -3.7097
H: 5.8953 0.7325 -1.6861
H: 7.0743 -0.0879 -2.6450
H: 6.4461 -0.9280 -1.2830
H: 3.7854 -1.9138 -1.5302
H: 3.6135 -0.2460 -1.4504
H: 1.5742 -1.3467 -2.6282
H: 2.5775 -1.8775 -3.8414
H: 2.3047 1.0260 -2.9815
H: 1.4825 0.3297 -4.3645
H: 2.6467 0.5374 -6.6896
H: 4.2254 0.0894 -6.6558
H: 3.1643 -1.0053 -5.8910
H: 4.0889 2.7756 -5.5009
H: 2.3765 2.4147 -5.2602
H: 3.4878 2.8099 -3.9018
H: 5.7092 -2.6992 -2.9089
H: 6.1399 -1.9199 -4.5141
H: 4.5862 -2.4991 -4.2386
H: 5.8274 1.9813 -4.3609
C: -5.6936 -0.6311 0.6165
C: -5.5161 0.2736 1.8631
C: -4.4385 -0.3858 2.8026
C: -3.9382 0.4807 3.9840
C: -3.3586 1.7364 3.4497
C: -4.3713 2.5606 2.5378
N: -4.9764 1.6603 1.5881
O: -5.7628 2.3786 0.6221
C: -5.3603 3.2125 3.5803
C: -3.5106 3.5823 1.7616
C: -6.8791 0.3073 2.5318
H: -6.5760 -0.4130 0.0149
H: -5.7851 -1.6916 0.8514
H: -4.8012 -0.5598 -0.0052
H: -4.9714 -1.2546 3.1892
H: -3.6345 -0.7160 2.1449
H: -3.1127 0.1310 4.6040
H: -4.6614 0.5455 4.7970
H: -2.4906 1.5766 2.8101
H: -3.0060 2.2895 4.3202
H: -5.7063 2.6440 4.4436
H: -4.9403 3.9751 4.2362
H: -6.2010 3.7459 3.1366
H: -3.1175 4.3319 2.4484
H: -2.6847 3.0056 1.3451
H: -4.0035 4.1412 0.9661
H: -6.6356 0.7172 3.5120
H: -7.2277 -0.7004 2.7578
H: -7.6658 0.7805 1.9443
H: -6.6344 2.3878 1.0244
O: 3.3269 1.1578 1.7444
H: 4.0744 1.4345 1.2144
H: 3.2632 1.8193 2.4333
O: -2.3025 -3.0754 2.5130
H: -1.7542 -2.5010 3.0475
H: -2.9701 -3.4002 3.1172
O: -0.3049 -5.0627 1.4313
H: 0.0040 -5.5770 2.1773
H: -0.6233 -4.2469 1.8176
O: -0.9279 -2.8913 -2.2469
H: -1.0725 -2.1688 -1.6359
H: -1.0594 -2.5037 -3.1122
O: -0.2543 -2.0203 3.9387
H: 0.6305 -2.1617 3.6021
H: -0.2114 -1.1702 4.3767
O: -4.4747 -0.5327 -2.6062
H: -4.3413 -0.4458 -3.5501
H: -4.1027 0.2681 -2.2366
O: -3.6534 1.7079 -1.0021
H: -3.1714 2.5339 -0.9619
H: -4.2056 1.7140 -0.2203
O: -2.6212 -3.9259 -0.1335
H: -2.6300 -3.4267 0.6832
H: -3.3471 -3.5656 -0.6428

***

# 2
ORCA calculation (wB97M-V/def2-TZVPD) on a cluster of 12 separate species, C24H72N4O12 in total.

Calculated values
E_HOMO = -8.02 eV
LUMO energy = -0.03 eV
relative energy (zero: lowest compared OMol25 entry of this formula, charge and spin) = 423.8 kcal per mole
total charge = 0

Cartesian coordinates (Å):
C: 18.7564 12.5733 20.6643
O: 18.4799 11.2330 20.9857
H: 17.9935 13.2062 21.1045
H: 18.5468 12.7438 19.6551
H: 19.8209 12.9801 20.9293
H: 17.5231 11.1612 20.8387
C: 18.1067 7.9863 21.2211
O: 16.8998 7.3250 21.2327
H: 18.0610 8.7854 20.4654
H: 18.9228 7.3035 20.9756
H: 18.4343 8.3925 22.1836
H: 16.8063 6.8021 20.4727
C: 20.4732 9.8044 18.5757
O: 20.4371 9.5443 19.9248
H: 19.5751 9.5699 18.0291
H: 21.2696 9.2273 18.0733
H: 20.7544 10.7930 18.3304
H: 20.3485 10.3364 20.5061
C: 20.7488 9.8352 23.5617
O: 20.3466 11.1503 23.3187
H: 20.3884 9.5492 24.6060
H: 21.8270 9.5565 23.6221
H: 20.3255 9.1854 22.8862
H: 19.3950 11.2169 23.2971
C: 22.3432 7.3258 20.2480
O: 21.7423 7.3122 21.4278
N: 23.0719 6.2670 20.1736
N: 23.4118 7.9620 20.1334
H: 22.7956 5.9035 19.1671
H: 22.2971 5.5573 20.5305
H: 23.4365 8.2560 19.0867
H: 23.1028 8.9281 20.5784
C: 22.9411 11.6663 21.0793
O: 23.0141 10.3514 21.1757
N: 23.5255 12.3385 20.1230
N: 22.2412 12.3035 21.9299
H: 23.6444 11.8365 19.2243
H: 23.5037 13.3347 20.0263
H: 21.5145 11.8158 22.3968
H: 22.1045 13.3362 21.8532
C: 23.2399 7.0040 27.1703
C: 23.8643 7.2389 25.7454
C: 25.3871 7.2752 25.7413
O: 23.5071 6.4277 24.8349
H: 22.1728 6.7496 27.0728
H: 23.2569 7.9527 27.6115
H: 24.0138 6.4043 27.6524
H: 23.6225 8.2210 25.5059
H: 25.7110 7.9089 26.4840
H: 25.6931 7.7151 24.7955
H: 25.7394 6.2216 25.8649
H: 22.5821 6.3521 24.7544
C: 23.9572 11.2853 25.2149
C: 24.8532 10.7722 24.1179
C: 26.2773 10.3332 24.4481
O: 24.3683 9.8668 23.4832
H: 24.2010 10.5685 26.0990
H: 22.9027 11.4346 24.9740
H: 24.3910 12.2691 25.4784
H: 24.8181 11.6217 23.4323
H: 26.9682 11.1553 24.5808
H: 26.6442 10.0352 23.4957
H: 26.4877 9.6084 25.2466
H: 23.6472 10.2270 22.9655
C: 20.2217 12.2077 28.4320
C: 20.8213 11.5936 27.1411
C: 20.9929 10.0435 27.1563
O: 20.2869 11.8628 26.0382
H: 19.1679 11.9753 28.6188
H: 20.2002 13.2592 28.2889
H: 20.7803 11.9869 29.3491
H: 21.7698 12.0621 26.9957
H: 19.9680 9.6561 27.0597
H: 21.4601 9.6506 28.0896
H: 21.5495 9.5398 26.2960
H: 20.7121 11.3336 25.4011
C: 19.8421 15.6864 25.5740
C: 21.2562 15.5579 25.0965
C: 21.6910 14.1364 24.5529
O: 21.6356 16.3569 24.2122
H: 19.2337 15.3201 24.8278
H: 19.5060 16.6593 25.7968
H: 19.7007 15.1490 26.4935
H: 21.7971 15.6826 26.0250
H: 20.8635 13.5210 24.2228
H: 22.0529 13.6008 25.4059
H: 22.4362 13.9766 23.8026
H: 21.3695 17.2412 24.4603
C: 19.0934 7.2351 25.4792
C: 20.0007 6.2673 24.6522
C: 19.2188 5.6595 23.3626
O: 21.0358 6.7101 24.1531
H: 19.7637 7.4112 26.3288
H: 18.3094 6.6519 25.8093
H: 18.6064 8.1031 25.0993
H: 20.4049 5.5154 25.2896
H: 19.1473 4.5387 23.2260
H: 19.5349 5.9322 22.3959
H: 18.2331 6.0271 23.4487
H: 20.8204 7.1807 23.3620
C: 17.8258 13.0390 24.0494
C: 16.7553 11.9415 23.9757
C: 17.2620 10.5279 24.2060
O: 15.8498 11.9667 24.8275
H: 18.3824 12.9706 24.9325
H: 17.3520 14.0315 24.1944
H: 18.4973 13.2494 23.1994
H: 16.2776 12.0430 22.9687
H: 16.5043 9.8319 24.1163
H: 17.8064 10.3984 25.1692
H: 17.8772 10.2939 23.3620
H: 15.4310 12.7683 24.7445

***

# 3
ORCA calculation (wB97M-V/def2-TZVPD) on a cluster of 12 separate species, C24H72N6O12 in total.

Calculated values
E_HOMO = -8.71 eV
LUMO energy = -0.15 eV
relative energy (zero: lowest compared OMol25 entry of this formula, charge and spin) = 271.0 kcal per mole
total charge = 0
structure (SMILES) = NC(N)=O.NC(N)=O.NC(N)=O.CC(C)O.CC(C)O.CC(C)O.CC(C)O.CC(C)O.CC(C)O.CO.CO.CO

Cartesian coordinates (Å):
N: 3.9741 -2.8980 -0.7166
C: 3.5791 -3.3040 0.4624
N: 4.5351 -3.7910 1.1814
O: 2.2901 -3.5350 0.7804
H: 3.1301 -2.6650 -1.3176
H: 4.8851 -3.0970 -1.0836
H: 4.1991 -4.3340 2.0184
H: 5.4441 -3.2990 1.3114
N: -0.5009 0.7030 -1.0616
C: -0.3069 0.0320 0.0384
N: 0.5401 -0.9310 -0.0226
O: -0.9199 0.3380 1.2364
H: -1.2139 1.4590 -0.9656
H: -0.1779 0.4530 -1.9516
H: 0.6571 -1.5300 0.7824
H: 1.0511 -1.0780 -0.9026
N: 4.2651 0.0130 -0.8366
C: 5.2391 0.7270 -1.2996
N: 6.2021 -0.0650 -1.7806
O: 5.2771 2.1580 -1.1476
H: 3.4111 0.6020 -0.6716
H: 4.2271 -1.0030 -0.8316
H: 7.0341 0.4010 -2.0616
H: 6.0101 -0.9950 -2.1486
C: -0.8399 4.1810 -0.3746
C: -2.3059 3.8280 -0.7006
C: -2.4399 3.6480 -2.2226
O: -2.7269 2.7370 -0.2296
H: -0.1459 3.4300 -0.8006
H: -0.7709 4.0990 0.6964
H: -0.6669 5.2320 -0.6476
H: -3.0089 4.5090 -0.1916
H: -1.7689 2.8910 -2.5806
H: -2.0949 4.6150 -2.6736
H: -3.4309 3.4810 -2.6166
H: -3.1689 2.9780 0.6424
C: -1.8059 -2.4460 1.9914
C: -0.6949 -3.3350 2.3464
C: -0.4029 -4.5610 1.3984
O: 0.3791 -2.6640 2.3574
H: -1.9909 -1.6490 2.6834
H: -2.7429 -2.9800 2.0814
H: -1.7109 -2.1090 0.9404
H: -0.8229 -3.6560 3.3404
H: 0.5051 -5.1240 1.6634
H: -0.1559 -4.0740 0.4674
H: -1.2299 -5.1290 1.1814
H: 1.0711 -3.2870 2.1044
C: -4.0999 -0.2470 3.7224
C: -4.1929 0.1850 2.2674
C: -5.6259 0.3900 1.8114
O: -3.5179 1.1520 1.8894
H: -3.0399 -0.1290 4.0234
H: -4.3459 -1.3220 3.9284
H: -4.6579 0.3030 4.4324
H: -3.6999 -0.6170 1.6924
H: -6.0789 1.3130 2.1384
H: -6.2069 -0.4430 2.0944
H: -5.6169 0.4590 0.7144
H: -2.6389 0.8480 1.6734
C: 3.0441 -1.8900 3.9194
C: 2.7251 -0.4350 4.0024
C: 2.0761 0.1180 2.7664
O: 2.1401 -0.0400 5.0354
H: 2.2341 -2.5150 4.3084
H: 3.8191 -2.1680 4.6634
H: 3.3291 -2.2840 2.9114
H: 3.6821 -0.0170 4.0604
H: 1.0311 -0.1710 2.6934
H: 2.6211 -0.1000 1.8204
H: 2.1761 1.2180 2.8474
H: 2.4661 0.8630 5.1594
C: 2.3601 0.4990 -4.7936
C: 1.0611 1.0070 -4.1516
C: 0.2451 1.9520 -5.1036
O: 0.2271 0.2010 -3.7816
H: 3.0311 1.3790 -5.0486
H: 2.1821 -0.1050 -5.6566
H: 3.0281 0.0000 -4.1376
H: 1.4561 1.4970 -3.1926
H: 0.8401 2.8070 -5.5196
H: -0.5299 2.3340 -4.4146
H: -0.2359 1.4800 -5.9566
H: -0.2869 -0.1790 -4.5496
C: -3.5859 -0.7740 -1.0956
C: -4.2639 0.3090 -1.9456
C: -3.4609 0.5350 -3.1776
O: -5.4639 0.1770 -2.2266
H: -3.1079 -1.5150 -1.6906
H: -4.2479 -1.2540 -0.4306
H: -2.8489 -0.2940 -0.4216
H: -4.2699 1.1800 -1.3826
H: -3.6319 1.5580 -3.4966
H: -3.7349 -0.1440 -3.9976
H: -2.3579 0.4090 -2.9586
H: -5.6519 0.9530 -2.7296
C: 2.1651 2.6170 0.3044
O: 2.0611 1.6070 -0.6556
H: 3.0081 2.4190 0.8574
H: 1.3071 2.6210 0.9494
H: 2.1531 3.5860 -0.1536
H: 1.1101 1.3720 -0.7686
C: -0.5309 2.0590 3.9924
O: -0.9229 2.4750 2.7024
H: -0.8009 2.7980 4.7164
H: 0.5281 1.7170 4.2214
H: -1.1149 1.1700 4.2324
H: -0.9209 1.6290 2.1784
C: 1.1791 -2.5800 -2.3946
O: 1.9941 -1.4760 -2.3536
H: 1.5691 -3.3450 -3.0956
H: 0.2181 -2.1700 -2.7986
H: 1.0061 -3.0940 -1.4166
H: 1.7541 -0.8600 -3.0996

***

# 4
ORCA calculation (wB97M-V/def2-TZVPD) on a structure of composition C24H72O12S12.

Calculated values
E_HOMO = -7.61 eV
LUMO energy = -0.33 eV
relative energy (zero: lowest compared OMol25 entry of this formula, charge and spin) = 821.5 kcal per mole
total charge = 0

Cartesian coordinates (Å):
C: 1.2684 2.9366 -2.5166
S: 0.4167 4.3864 -1.8140
O: -0.6216 3.7003 -0.9128
C: 1.8450 4.9976 -0.8361
H: 0.4712 2.4755 -3.0996
H: 1.6497 2.3404 -1.6876
H: 2.1639 3.2670 -3.0430
H: 1.7542 4.4789 0.1183
H: 1.7575 6.0556 -0.5891
H: 2.7932 4.8545 -1.3542
C: -1.6805 0.9228 -3.0005
S: -1.9246 -0.1419 -4.4861
O: -3.3224 -0.7077 -4.1387
C: -2.2869 1.2200 -5.6659
H: -0.8320 1.6016 -3.0865
H: -1.4819 0.3306 -2.1072
H: -2.5604 1.4966 -2.7096
H: -2.8283 2.0728 -5.2563
H: -2.5713 0.7899 -6.6262
H: -1.3583 1.7791 -5.7810
C: 0.1573 1.4455 -0.9382
S: -0.9411 0.1611 -0.1964
O: -0.7100 -1.0849 -1.0349
C: -0.0533 -0.1404 1.3985
H: 0.3523 2.3246 -0.3240
H: -0.2601 1.7653 -1.8929
H: 1.0886 0.9226 -1.1560
H: 0.0456 0.8303 1.8842
H: 0.9366 -0.5373 1.1733
H: -0.5307 -0.8357 2.0890
C: 1.9088 -3.8349 -3.7466
S: 1.0722 -3.3087 -2.1909
O: 2.0511 -3.5376 -1.0392
C: 1.1166 -1.5257 -2.5247
H: 1.4345 -3.4015 -4.6271
H: 1.8165 -4.9149 -3.8610
H: 2.9540 -3.5257 -3.7562
H: 0.8272 -0.9190 -1.6666
H: 0.4491 -1.3849 -3.3748
H: 2.1075 -1.1940 -2.8348
C: 1.3062 0.7765 3.5775
S: 3.1070 1.1700 3.5553
O: 3.5410 1.6461 4.9289
C: 3.7530 -0.5252 3.4495
H: 0.9816 0.1922 4.4385
H: 1.1166 0.0115 2.8245
H: 0.6237 1.6259 3.5487
H: 3.4147 -1.1841 4.2492
H: 4.8346 -0.5960 3.5645
H: 3.6010 -0.8959 2.4358
C: -2.9162 0.3285 4.4442
S: -1.4606 -0.4157 3.5677
O: -0.5368 0.7108 3.0558
C: -0.5962 -1.3077 4.9117
H: -2.6576 0.8480 5.3669
H: -3.6883 -0.4250 4.6001
H: -3.4522 1.0535 3.8316
H: 0.4098 -1.5287 4.5550
H: -1.1688 -2.1579 5.2825
H: -0.4758 -0.5077 5.6422
C: -2.2527 1.5652 2.1395
S: -2.8612 2.7380 0.8932
O: -4.3588 2.7789 0.9673
C: -2.2925 4.3030 1.7709
H: -2.9620 1.4555 2.9599
H: -1.3323 2.0225 2.5025
H: -1.8892 0.6453 1.6815
H: -2.3483 5.2443 1.2242
H: -1.2318 4.2485 2.0163
H: -2.9108 4.4797 2.6511
C: 2.6891 -4.1947 2.7635
S: 0.8616 -3.8031 2.8381
O: 0.6530 -3.0994 4.2403
C: 1.0002 -2.4482 1.5684
H: 2.8588 -4.7161 1.8215
H: 2.9642 -4.8599 3.5820
H: 3.2794 -3.2794 2.7193
H: 1.8484 -1.7798 1.7166
H: 0.1224 -1.8759 1.8684
H: 0.8718 -2.8294 0.5553
C: -1.6951 -3.0591 3.0077
S: -3.0549 -3.4504 1.7942
O: -3.7597 -2.1303 1.6513
C: -1.9867 -3.4143 0.2788
H: -2.1177 -2.6744 3.9359
H: -0.9537 -2.3540 2.6319
H: -1.2021 -4.0170 3.1735
H: -1.7689 -2.3780 0.0203
H: -2.6445 -3.6612 -0.5546
H: -1.1442 -4.0940 0.4061
C: 0.7354 -0.2405 -5.3972
S: 0.6827 1.0726 -4.0864
O: 0.5601 0.4714 -2.7283
C: 2.4596 1.6023 -4.1635
H: -0.3090 -0.3157 -5.7001
H: 0.9799 -1.1795 -4.9006
H: 1.4470 -0.0114 -6.1904
H: 2.7334 2.1751 -3.2774
H: 2.7108 2.0095 -5.1429
H: 3.1166 0.7367 -4.0788
C: -3.4266 -4.0262 -3.8677
S: -2.2125 -3.7449 -2.4777
O: -1.0729 -4.6753 -2.7920
C: -1.5657 -2.0147 -2.8248
H: -2.8370 -4.1446 -4.7768
H: -4.1687 -3.2508 -4.0580
H: -3.8278 -5.0034 -3.5992
H: -0.7662 -1.9298 -3.5607
H: -1.1412 -1.6929 -1.8738
H: -2.4018 -1.3453 -3.0273
C: 1.6192 2.5358 1.4458
S: 1.9196 4.2896 1.9577
O: 0.6230 5.0775 1.6075
C: 2.2019 4.1784 3.7620
H: 0.6471 2.2918 1.8742
H: 2.4188 1.8169 1.6241
H: 1.5523 2.5001 0.3584
H: 2.9573 3.4359 4.0193
H: 1.2484 3.9196 4.2224
H: 2.5234 5.1190 4.2094

***

| no. | largest force on an atom (eV Å⁻¹) |
| --- | --- |
| 1 | 3.84 |
| 2 | 19.91 |
| 3 | 13.25 |
| 4 | 14.12 |